# 1
Computed, not measured: a single C18H21N3O molecule, with ωB97M-V/def2-TZVPD.

Calculated values
Relative energy (zero: lowest compared OMol25 entry of this formula, charge and spin) (kcal per mole): 113.0
Frontier orbital gap (eV): 7.026
HOMO (eV): -6.890

Cartesian coordinates (Å):
C  3.867  -1.037  -2.885
O  3.811  -1.183  -1.447
C  2.643  -1.048  -0.761
C  2.748  -1.242  0.635
C  1.597  -1.192  1.388
C  0.370  -0.989  0.805
C  -0.797  -1.347  1.798
C  -2.012  -1.804  0.913
C  -3.346  -1.921  1.417
N  -4.464  -2.126  1.731
C  -1.790  -2.701  -0.173
N  -1.553  -3.494  -0.991
C  0.266  -0.680  -0.565
C  1.413  -0.772  -1.353
H  4.937  -1.109  -3.078
H  3.333  -1.858  -3.365
H  3.479  -0.070  -3.205
H  3.704  -1.501  1.059
H  1.701  -1.362  2.471
H  -0.407  -2.094  2.454
H  -0.694  -0.389  -0.993
H  1.293  -0.702  -2.453
C  -2.080  1.675  3.271
C  -1.686  0.611  2.298
N  -1.052  -0.528  2.973
C  -2.024  -1.126  4.054
C  -2.491  -0.039  5.033
C  -1.793  1.276  4.725
C  -0.304  0.982  4.871
C  0.159  -0.035  3.808
H  -1.548  2.587  2.992
H  -3.145  1.871  3.123
H  -2.529  0.183  1.763
H  -0.945  0.930  1.568
H  -2.855  -1.554  3.511
H  -1.492  -1.948  4.553
H  -3.580  0.037  4.925
H  -2.326  -0.416  6.055
H  -2.103  2.051  5.424
H  0.313  1.879  4.745
H  -0.042  0.577  5.864
H  0.614  -0.926  4.270
H  0.861  0.369  3.081

Electronic structure analysis, natural (NBO) charges in units of e: atom 1 (C): -0.254, atom 2 (O): -0.501, atom 3 (C): 0.326, atom 4 (C): -0.258, atom 5 (C): -0.191, atom 6 (C): -0.117, atom 7 (C): -0.010, atom 8 (C): -0.591, atom 9 (C): 0.268, atom 10 (N): -0.442, atom 11 (C): 0.294, atom 12 (N): -0.415, atom 13 (C): -0.085, atom 14 (C): -0.325, atom 15 (H): 0.204, atom 16 (H): 0.188, atom 17 (H): 0.182, atom 18 (H): 0.227, atom 19 (H): 0.199, atom 20 (H): 0.173, atom 21 (H): 0.235, atom 22 (H): 0.231, atom 23 (C): -0.438, atom 24 (C): -0.243, atom 25 (N): -0.207, atom 26 (C): -0.217, atom 27 (C): -0.432, atom 28 (C): -0.200, atom 29 (C): -0.430, atom 30 (C): -0.207, atom 31 (H): 0.220, atom 32 (H): 0.231, atom 33 (H): 0.268, atom 34 (H): 0.230, atom 35 (H): 0.272, atom 36 (H): 0.217, atom 37 (H): 0.233, atom 38 (H): 0.225, atom 39 (H): 0.236, atom 40 (H): 0.227, atom 41 (H): 0.222, atom 42 (H): 0.220, atom 43 (H): 0.238

# 2
Computed, not measured: a molecular structure, C37H53KN11O5PSe2, with ωB97M-V/def2-TZVPD.

Calculated values
Relative energy (zero: lowest compared OMol25 entry of this formula, charge and spin) (kcal per mole): 34.8
Frontier orbital gap (eV): 6.140
HOMO (eV): -7.129

Cartesian coordinates (Å):
K  0.034  0.270  0.409
N  -2.356  -1.718  0.641
N  -2.710  -1.805  2.013
C  -1.806  -1.113  2.918
N  -2.380  -1.203  4.239
N  -1.713  0.255  2.431
N  -0.771  0.910  3.012
O  -0.187  0.473  4.042
O  -0.413  2.007  2.513
H  -3.193  -1.475  0.124
H  -2.006  -2.601  0.281
H  -2.871  -2.757  2.323
H  -2.369  -2.163  4.564
H  -1.781  -0.670  4.863
C  1.105  -3.380  3.623
O  -0.158  -2.705  3.693
C  -0.371  -1.735  2.809
O  0.413  -1.449  1.929
H  0.995  -4.286  3.028
H  1.371  -3.633  4.645
H  1.858  -2.737  3.174
C  -0.614  3.042  -2.180
O  -0.122  2.062  -1.280
H  0.037  3.139  -3.055
H  -0.711  4.015  -1.690
H  -1.606  2.740  -2.506
H  0.729  2.409  -0.945
Se  2.357  1.153  2.919
N  2.670  2.812  3.361
C  2.542  3.510  2.234
C  2.665  4.919  2.128
C  2.531  5.471  0.894
C  2.266  4.638  -0.230
N  2.140  3.341  -0.180
C  2.273  2.759  1.046
N  2.166  1.436  1.200
H  2.855  5.514  3.011
H  2.607  6.540  0.748
H  2.151  5.092  -1.209
N  -2.958  0.253  -2.553
C  -3.504  -0.991  -2.297
C  -2.823  -2.161  -2.646
C  -3.402  -3.399  -2.420
C  -4.658  -3.507  -1.836
C  -5.336  -2.344  -1.493
C  -4.773  -1.099  -1.721
H  -3.345  1.020  -2.019
H  -1.953  0.301  -2.609
H  -1.845  -2.091  -3.109
H  -2.867  -4.293  -2.716
H  -5.103  -4.477  -1.660
H  -6.318  -2.404  -1.042
H  -5.305  -0.196  -1.445
C  0.926  0.058  -3.841
C  2.429  -0.120  -3.574
C  3.045  1.256  -3.306
C  3.048  -0.728  -4.833
P  2.492  -1.113  -1.977
C  1.922  -2.778  -2.518
C  0.730  -3.219  -1.942
C  0.194  -4.464  -2.246
C  0.846  -5.297  -3.140
C  2.035  -4.878  -3.722
C  2.565  -3.635  -3.414
C  4.278  -1.383  -1.436
C  4.660  -0.176  -0.567
C  4.252  -2.615  -0.522
C  5.355  -1.562  -2.502
H  0.785  0.698  -4.717
H  0.427  0.526  -2.992
H  0.445  -0.901  -4.051
H  2.779  1.934  -4.122
H  4.134  1.209  -3.262
H  2.687  1.695  -2.372
H  2.938  -0.013  -5.654
H  2.534  -1.641  -5.131
H  4.108  -0.946  -4.731
H  0.219  -2.577  -1.233
H  -0.729  -4.781  -1.777
H  0.435  -6.268  -3.381
H  2.551  -5.522  -4.423
H  3.493  -3.338  -3.880
H  3.947  -0.031  0.244
H  4.698  0.752  -1.137
H  5.651  -0.344  -0.137
H  3.458  -2.539  0.226
H  5.206  -2.686  0.007
H  4.099  -3.539  -1.079
H  5.444  -0.687  -3.143
H  5.195  -2.438  -3.130
H  6.320  -1.695  -2.004
C  -4.835  1.118  2.587
N  -4.017  2.312  2.650
C  -3.633  3.057  1.593
Se  -4.078  2.803  -0.171
N  -2.870  4.063  2.082
C  -2.705  3.932  3.449
C  -1.998  4.667  4.382
C  -2.040  4.221  5.695
C  -2.764  3.081  6.055
C  -3.477  2.351  5.116
C  -3.439  2.807  3.810
H  -5.372  1.131  1.642
H  -5.542  1.133  3.415
H  -4.208  0.229  2.646
H  -2.375  4.687  1.469
H  -1.420  5.535  4.099
H  -1.491  4.761  6.453
H  -2.760  2.756  7.086
H  -4.016  1.453  5.383

Atom charges from the Mulliken analysis, given in e for atoms 1 to 99: atom 1 (K): 1.093, atom 2 (N): 0.116, atom 3 (N): -0.232, atom 4 (C): -0.172, atom 5 (N): -0.539, atom 6 (N): -0.197, atom 7 (N): 1.063, atom 8 (O): -0.869, atom 9 (O): -0.430, atom 10 (H): -0.059, atom 11 (H): 0.176, atom 12 (H): 0.321, atom 13 (H): 0.312, atom 14 (H): 0.323, atom 15 (C): -0.652, atom 16 (O): -0.341, atom 17 (C): 0.013, atom 18 (O): -0.347, atom 19 (H): 0.270, atom 20 (H): 0.262, atom 21 (H): 0.255, atom 22 (C): -0.894, atom 23 (O): 0.854, atom 24 (H): 0.233, atom 25 (H): 0.218, atom 26 (H): 0.244, atom 27 (H): -0.204, atom 28 (Se): 0.457, atom 29 (N): -0.881, atom 30 (C): 0.705, atom 31 (C): -0.645, atom 32 (C): -0.699, atom 33 (C): -0.429, atom 34 (N): -0.363, atom 35 (C): 0.471, atom 36 (N): -0.430, atom 37 (H): 0.502, atom 38 (H): 0.417, atom 39 (H): 0.465, atom 40 (N): -0.473, atom 41 (C): 0.479, atom 42 (C): -0.387, atom 43 (C): -0.516, atom 44 (C): -0.719, atom 45 (C): -0.480, atom 46 (C): -0.411, atom 47 (H): -0.030, atom 48 (H): 0.153, atom 49 (H): 0.522, atom 50 (H): 0.488, atom 51 (H): 0.422, atom 52 (H): 0.391, atom 53 (H): 0.372, atom 54 (C): -1.829, atom 55 (C): 2.155, atom 56 (C): -2.377, atom 57 (C): -1.923, atom 58 (P): 1.131, atom 59 (C): 0.141, atom 60 (C): -0.436, atom 61 (C): -0.297, atom 62 (C): -0.814, atom 63 (C): -0.783, atom 64 (C): -0.457, atom 65 (C): 1.978, atom 66 (C): -1.757, atom 67 (C): -1.913, atom 68 (C): -1.868, atom 69 (H): 0.691, atom 70 (H): 0.033, atom 71 (H): 0.274, atom 72 (H): 0.528, atom 73 (H): 0.346, atom 74 (H): 0.526, atom 75 (H): 0.550, atom 76 (H): 0.375, atom 77 (H): 0.284, atom 78 (H): 0.382, atom 79 (H): 0.566, atom 80 (H): 0.392, atom 81 (H): 0.443, atom 82 (H): 0.189, atom 83 (H): 0.117, atom 84 (H): 0.285, atom 85 (H): 0.565, atom 86 (H): 0.277, atom 87 (H): 0.526, atom 88 (H): 0.345, atom 89 (H): 0.354, atom 90 (H): 0.243, atom 91 (H): 0.530, atom 92 (C): -1.105, atom 93 (N): 0.371, atom 94 (C): -0.416, atom 95 (Se): -0.313, atom 96 (N): 0.184, atom 97 (C): 0.301, atom 98 (C): -0.865, atom 99 (C): -0.509

# 3
Computed, not measured: 3 unconnected molecules or ions with the total composition C38H36FO6S, with ωB97M-V/def2-TZVPD.

Calculated values
Charge: +1
Frontier orbital gap (eV): 7.312
HOMO (eV): -11.139

Cartesian coordinates (Å):
C  1.128  -1.511  -1.338
C  -0.177  -0.680  -0.700
O  -1.201  -1.458  -0.307
O  -0.111  0.785  -0.593
C  -1.370  1.438  -0.977
C  -1.436  1.907  -2.565
C  -2.807  1.259  -3.271
C  -2.358  -0.206  -3.851
C  -3.630  -1.234  -4.151
C  -3.540  -2.547  -3.180
S  -4.640  -2.526  -1.673
C  -5.467  -0.880  -1.365
C  -7.113  -1.101  -1.179
F  -5.000  -0.346  -0.044
H  1.479  -1.071  -2.367
H  1.998  -1.540  -0.547
H  0.833  -2.639  -1.542
H  -1.417  2.455  -0.353
H  -2.344  0.852  -0.703
H  -0.503  1.430  -3.102
H  -1.386  3.082  -2.694
H  -3.627  1.238  -2.436
H  -3.216  1.926  -4.150
H  -1.700  -0.006  -4.825
H  -1.656  -0.714  -3.064
H  -4.670  -0.699  -4.183
H  -3.439  -1.629  -5.262
H  -2.421  -2.750  -2.833
H  -3.825  -3.487  -3.858
H  -5.711  -3.428  -1.972
H  -5.348  -0.080  -2.208
H  -7.314  -1.361  -0.048
H  -7.678  -0.134  -1.538
H  -7.400  -2.040  -1.847
C  -3.197  -2.024  2.101
C  -3.606  -2.860  3.140
C  -3.538  -2.416  4.462
C  -3.047  -1.136  4.747
C  -2.615  -0.310  3.710
C  -2.701  -0.750  2.383
C  -2.049  1.023  4.003
O  -1.672  1.751  3.093
C  -1.936  1.462  5.408
C  -1.348  2.699  5.703
C  -1.249  3.128  7.029
C  -1.744  2.329  8.059
C  -2.324  1.094  7.769
C  -2.412  0.655  6.441
C  -2.995  -0.668  6.146
O  -3.426  -1.373  7.052
H  -3.258  -2.367  1.071
H  -3.981  -3.857  2.921
H  -3.864  -3.072  5.267
H  -2.378  -0.106  1.567
H  -0.963  3.330  4.904
H  -0.788  4.087  7.256
H  -1.673  2.666  9.091
H  -2.704  0.474  8.579
C  6.823  -1.596  -5.017
C  7.774  -0.617  -5.302
C  8.018  0.408  -4.386
C  7.299  0.460  -3.185
C  6.331  -0.506  -2.911
C  6.101  -1.543  -3.824
C  5.533  -0.433  -1.670
O  4.685  -1.282  -1.427
C  5.765  0.683  -0.732
C  4.975  0.797  0.420
C  5.197  1.842  1.319
C  6.211  2.769  1.077
C  6.995  2.661  -0.072
C  6.765  1.621  -0.983
C  7.576  1.537  -2.214
O  8.465  2.353  -2.430
H  6.640  -2.400  -5.727
H  8.328  -0.651  -6.237
H  8.765  1.166  -4.613
H  5.356  -2.308  -3.611
H  4.183  0.077  0.618
H  4.579  1.932  2.210
H  6.389  3.578  1.781
H  7.782  3.390  -0.257

Electronic structure analysis, Mulliken charges in units of e: atom 1 (C): -0.822, atom 2 (C): 0.656, atom 3 (O): -0.453, atom 4 (O): -0.339, atom 5 (C): 0.237, atom 6 (C): -0.733, atom 7 (C): -0.317, atom 8 (C): 0.043, atom 9 (C): -0.717, atom 10 (C): -0.389, atom 11 (S): 0.050, atom 12 (C): 0.512, atom 13 (C): -1.016, atom 14 (F): -0.208, atom 15 (H): 0.258, atom 16 (H): 0.221, atom 17 (H): 0.297, atom 18 (H): 0.265, atom 19 (H): -0.223, atom 20 (H): 0.271, atom 21 (H): 0.356, atom 22 (H): 0.084, atom 23 (H): 0.349, atom 24 (H): 0.343, atom 25 (H): -0.370, atom 26 (H): 0.323, atom 27 (H): 0.347, atom 28 (H): 0.264, atom 29 (H): 0.474, atom 30 (H): 0.265, atom 31 (H): 0.071, atom 32 (H): 0.318, atom 33 (H): 0.327, atom 34 (H): 0.319, atom 35 (C): -0.221, atom 36 (C): -0.802, atom 37 (C): -0.642, atom 38 (C): 0.359, atom 39 (C): -0.111, atom 40 (C): -0.508, atom 41 (C): 0.546, atom 42 (O): -0.705, atom 43 (C): 0.160, atom 44 (C): -0.508, atom 45 (C): -0.503, atom 46 (C): -0.466, atom 47 (C): -0.541, atom 48 (C): 0.121, atom 49 (C): 0.637, atom 50 (O): -0.674, atom 51 (H): 0.527, atom 52 (H): 0.403, atom 53 (H): 0.463, atom 54 (H): 0.685, atom 55 (H): 0.454, atom 56 (H): 0.395, atom 57 (H): 0.403, atom 58 (H): 0.456, atom 59 (C): -0.504, atom 60 (C): -0.450, atom 61 (C): -0.583, atom 62 (C): 0.201, atom 63 (C): 0.233, atom 64 (C): -0.484, atom 65 (C): 0.496, atom 66 (O): -0.688, atom 67 (C): 0.351, atom 68 (C): -0.487, atom 69 (C): -0.584, atom 70 (C): -0.449, atom 71 (C): -0.624, atom 72 (C): 0.268, atom 73 (C): 0.568, atom 74 (O): -0.664, atom 75 (H): 0.391, atom 76 (H): 0.401, atom 77 (H): 0.457, atom 78 (H): 0.463, atom 79 (H): 0.419, atom 80 (H): 0.420, atom 81 (H): 0.391, atom 82 (H): 0.464

# 4
Computed, not measured: a molecular structure, C3H5LiLuO4, with ωB97M-V/def2-TZVPD.

Calculated values
Relative energy (zero: lowest compared OMol25 entry of this formula, charge and spin) (kcal per mole): 5.0
2S+1: 2
Charge: +4
Frontier orbital gap (alpha / beta) (eV): 2.576 / 1.688
<S²>: 0.753
HOMO (alpha / beta) (eV): -22.796 / -21.908

Cartesian coordinates (Å):
O  -0.379  0.901  -0.538
C  1.002  1.116  -0.580
C  -1.194  1.883  -0.675
O  1.694  0.102  -0.347
O  1.470  2.224  -0.824
C  -2.606  1.652  -0.750
Lu  3.757  1.399  -0.757
H  -0.754  2.869  -0.877
H  -3.093  2.461  -0.155
H  -2.783  0.706  -0.189
H  -2.937  1.935  -1.767
Li  1.357  -1.715  0.180
O  -2.943  -1.004  -2.499
H  -3.825  -1.140  -2.895

Electronic structure analysis, natural (NBO) charges in units of e: atom 1 (O): -0.417, atom 2 (C): 1.026, atom 3 (C): 0.607, atom 4 (O): -0.882, atom 5 (O): -0.709, atom 6 (C): -0.769, atom 7 (Lu): 2.803, atom 8 (H): 0.249, atom 9 (H): 0.379, atom 10 (H): 0.313, atom 11 (H): 0.403, atom 12 (Li): 0.995, atom 13 (O): -0.456, atom 14 (H): 0.459

# 5
Computed, not measured: a molecular structure, C24H18N3O7Ru, with ωB97M-V/def2-TZVPD.

Calculated values
Charge: +1
Frontier orbital gap (alpha / beta) (eV): 6.287 / 6.272
HOMO (alpha / beta) (eV): -11.719 / -11.694

Cartesian coordinates (Å):
Ru  0.277  1.118  -0.544
O  4.077  -3.520  -0.370
C  3.202  -2.518  -0.322
C  1.829  -2.718  -0.120
C  1.022  -1.615  -0.076
N  1.541  -0.390  -0.201
C  2.843  -0.177  -0.433
C  3.715  -1.226  -0.494
C  3.171  1.282  -0.616
O  4.303  1.664  -0.682
O  2.083  2.037  -0.679
C  -0.472  -1.599  0.104
O  -1.068  -2.573  0.473
O  -0.994  -0.412  -0.148
H  3.651  -4.378  -0.233
H  1.392  -3.703  -0.006
H  4.768  -1.058  -0.676
C  -3.375  -0.515  -4.405
C  -3.565  -0.192  -3.047
C  -2.603  0.478  -2.338
C  -1.416  0.883  -2.967
C  -0.345  1.604  -2.310
C  0.667  2.237  -3.055
C  0.768  1.998  -4.426
C  -0.144  1.173  -5.038
C  -1.254  0.628  -4.352
C  -2.238  -0.117  -5.044
H  -4.135  -1.067  -4.941
H  -4.487  -0.475  -2.556
H  -2.763  0.717  -1.298
H  1.390  2.873  -2.569
H  1.572  2.450  -4.990
H  -0.036  0.946  -6.093
H  -2.081  -0.348  -6.090
O  -1.905  -3.220  4.433
C  -2.055  -1.965  5.059
N  -1.417  -1.030  4.146
C  -1.013  0.180  4.569
O  -1.165  0.584  5.706
C  -0.322  1.062  3.558
C  0.606  1.987  4.019
C  1.234  2.832  3.122
C  0.932  2.727  1.781
N  0.019  1.844  1.333
C  -0.604  1.029  2.213
H  -2.565  -3.831  4.779
H  -1.548  -1.911  6.023
H  -3.103  -1.699  5.205
H  -1.214  -1.391  3.227
H  0.814  2.030  5.081
H  1.957  3.565  3.451
H  1.411  3.347  1.038
H  -1.357  0.376  1.801

Electronic structure analysis, natural (NBO) charges in units of e: atom 1 (Ru): 1.151, atom 2 (O): -0.605, atom 3 (C): 0.410, atom 4 (C): -0.281, atom 5 (C): 0.146, atom 6 (N): -0.418, atom 7 (C): 0.142, atom 8 (C): -0.250, atom 9 (C): 0.736, atom 10 (O): -0.544, atom 11 (O): -0.751, atom 12 (C): 0.734, atom 13 (O): -0.559, atom 14 (O): -0.740, atom 15 (H): 0.503, atom 16 (H): 0.264, atom 17 (H): 0.280, atom 18 (C): -0.201, atom 19 (C): -0.150, atom 20 (C): -0.209, atom 21 (C): 0.034, atom 22 (C): -0.078, atom 23 (C): -0.115, atom 24 (C): -0.268, atom 25 (C): -0.033, atom 26 (C): -0.128, atom 27 (C): -0.147, atom 28 (H): 0.233, atom 29 (H): 0.231, atom 30 (H): 0.234, atom 31 (H): 0.268, atom 32 (H): 0.243, atom 33 (H): 0.230, atom 34 (H): 0.226, atom 35 (O): -0.715, atom 36 (C): 0.106, atom 37 (N): -0.608, atom 38 (C): 0.645, atom 39 (O): -0.591, atom 40 (C): -0.158, atom 41 (C): -0.043, atom 42 (C): -0.246, atom 43 (C): 0.093, atom 44 (N): -0.443, atom 45 (C): 0.079, atom 46 (H): 0.489, atom 47 (H): 0.183, atom 48 (H): 0.169, atom 49 (H): 0.419, atom 50 (H): 0.264, atom 51 (H): 0.255, atom 52 (H): 0.257, atom 53 (H): 0.258